[1]
Entry from OMol25: a cluster of 2 separate species, C5H14N in total in a non-equilibrium geometry (ωB97M-V/def2-TZVPD).

The value obtained for the HOMO-LUMO gap (spin up / spin down) is 11.5 / 6.1 eV. As for the energy relative to the best compared isomer or geometry (same formula, charge and spin): 3.4186 eV. The strongest force on any atom comes out at 5.7 eV/A. The spin multiplicity is 2. The net charge is +2.

```
20
Properties=species:S:1:pos:R:3:forces:R:3:mulliken_spin:R:1
C -1.77846 0.56008 -0.09103 -0.3590 -0.5521 1.6448 0.1667
C -1.12101 -0.65632 -0.69780 -1.2306 2.0676 -5.1278 0.1513
C 0.00687 -0.33547 -1.67348 -0.0237 -0.2986 0.3881 0.0607
C -0.71990 -1.63334 0.45388 0.8803 -1.2085 3.5985 0.3938
H -2.83369 0.44513 0.21348 0.4956 -0.4548 -0.0654 0.0078
H -1.22892 0.81892 0.82160 -0.4550 0.8522 0.3172 0.0332
H -1.67843 1.42221 -0.77454 0.3911 -0.1465 -0.0981 0.0632
H -1.84418 -1.20842 -1.33961 0.2217 -0.3650 0.8449 0.0074
H 0.04896 -1.17060 -2.35676 0.3293 -0.0593 -0.4197 0.0003
H 1.02691 -0.24914 -1.24793 -0.2926 0.1471 -0.1437 0.0203
H -0.20896 0.61268 -2.23740 0.1823 -0.6704 0.4336 0.0420
H -1.62106 -2.02173 0.91462 -0.3599 -0.0383 -0.2706 0.0016
H -0.04001 -2.38441 0.03319 -0.2400 0.0828 -0.8455 0.0416
H -0.13715 -1.21259 1.30579 -0.5797 -0.0108 -0.7019 -0.0036
C 2.32386 1.33935 0.74097 1.5935 -0.6714 1.8980 0.0001
N 1.28578 0.77587 1.22194 -1.2339 -0.3479 -2.5580 0.0006
H 3.28313 1.03516 1.20821 -0.3893 1.1053 -0.0567 0.0001
H 2.25954 2.07239 -0.04785 -0.0311 -0.3568 -0.6637 0.0000
H 0.54835 0.55786 0.53029 -0.0263 1.4307 0.7805 0.0118
H 1.15687 0.20563 2.02811 1.1272 -0.5054 1.0454 0.0009
```
Positions in Å, forces in eV/Å.

[2]
Entry from OMol25: a cluster of 16 separate species, C46H110O25 in total in a non-equilibrium geometry (ωB97M-V/def2-TZVPD).

The value obtained for the HOMO-LUMO gap is 9.7 eV. The strongest force on any atom comes out at 3.6 eV/A. The net charge is 0.

```
181
Properties=species:S:1:pos:R:3:forces:R:3:mulliken_charge:R:1
C -16.47176 -0.36843 17.85651 -0.8629 -2.1649 0.3214 0.1929
C -15.04916 0.10933 17.62699 0.0645 -0.1922 0.5833 -0.4055
O -14.17741 -0.37649 18.71125 -2.3535 1.1172 -0.4476 0.3463
O -17.27207 0.11448 16.77435 0.1270 0.0495 0.2020 -0.5748
H -16.94624 -0.03783 18.82123 0.7424 -0.2116 -0.8529 -0.2170
H -16.50269 -1.54221 17.86074 0.2245 1.9933 0.1255 0.1545
H -15.09222 1.22216 17.60653 0.3968 -0.6428 -0.0631 0.4252
H -14.74591 -0.29162 16.62409 0.1009 0.4451 0.9266 0.1973
H -13.35848 -0.60686 18.29273 1.3971 -0.5871 -0.5175 -0.0490
H -17.65845 -0.63654 16.32084 -0.0243 0.0341 -0.0412 0.3742
C -7.21210 -4.79274 17.48593 0.5778 -0.0421 0.1603 -0.9293
C -6.71907 -4.30360 18.84796 0.5847 -1.2662 -1.2933 0.4930
O -6.97509 -5.35502 19.75203 -0.2071 -0.1819 -0.4651 -0.5247
O -8.60186 -5.00130 17.45656 -0.8636 -0.7186 0.5802 -0.4745
H -6.66090 -5.71668 17.23405 -0.2092 0.2237 0.1114 0.2968
H -7.04439 -4.07978 16.68993 0.3370 0.3484 -0.0718 0.4472
H -7.23936 -3.44317 19.16697 -0.5578 1.3183 0.1616 -0.3347
H -5.64383 -4.07731 18.73762 -0.2418 -0.0736 0.2281 0.5040
H -6.37990 -5.22155 20.48664 0.3936 -0.0278 0.9672 0.3125
H -8.85848 -5.58839 18.19412 0.3001 0.3770 -0.4083 0.1740
C -8.89841 -3.29992 25.56736 0.0844 -1.6998 -0.2279 0.6573
C -9.63327 -3.33227 26.89816 0.8562 -0.1974 -0.3210 -1.1672
O -11.01495 -3.27195 26.77491 -1.2018 1.4248 -0.1016 -0.3643
O -9.20263 -4.46148 24.76725 2.0390 0.2366 1.1102 0.1308
H -7.84533 -3.52728 25.73701 -0.0521 1.0660 0.4330 -0.0097
H -9.03401 -2.37684 25.00463 -0.0439 0.1450 -0.0297 -0.1541
H -9.26984 -2.51385 27.50575 0.2591 0.3306 0.3482 0.3940
H -9.39802 -4.26384 27.40950 0.1436 -0.1366 -0.0070 0.3139
H -11.24320 -2.30831 26.77440 -0.0532 -0.8716 -0.1108 0.2537
H -10.01639 -4.39799 24.33202 -2.2573 0.2219 -0.9000 -0.1388
C -6.60642 -4.60051 23.13217 1.6622 -0.9264 0.3192 1.1670
C -5.90181 -4.27724 24.45902 1.2886 -1.6069 -0.4310 -1.0299
O -5.22896 -3.00669 24.42292 -1.8834 -0.1548 0.8231 -0.6322
O -5.55616 -4.70728 22.10945 -1.0809 0.0647 0.0953 -0.6955
H -7.40428 -3.94309 22.86381 -0.1908 0.9582 -0.1957 -0.7092
H -7.08472 -5.57944 23.17270 0.2184 -0.1353 0.1711 0.5282
H -5.07159 -5.03187 24.57827 -0.5975 0.6654 -0.4329 0.4480
H -6.53266 -4.58174 25.31255 0.0613 1.0319 -0.1756 0.3284
H -5.94958 -2.30791 24.46936 1.0780 -0.7380 -0.5576 0.4253
H -4.88239 -4.05177 22.30966 -0.0137 0.2295 0.1503 0.3181
C -14.36509 -3.69538 16.99534 -0.0525 0.1806 -0.9492 0.5203
C -14.32242 -4.30547 15.58349 0.3367 -0.6048 0.6990 -0.7034
O -13.15092 -4.00123 14.87078 -0.1538 0.7386 -0.8935 -0.5631
O -13.20200 -4.04329 17.66479 1.3093 1.2866 0.8480 0.1313
H -15.19982 -4.01739 17.59565 -0.8482 -0.2639 -0.0952 0.4498
H -14.41516 -2.59433 16.92803 0.2067 -0.3538 0.0562 -0.5563
H -15.15897 -3.95764 14.97426 0.0132 -0.0331 0.0296 0.4174
H -14.39606 -5.39499 15.71248 -0.2113 -0.0015 -0.1083 0.2428
H -12.28407 -4.26387 15.21682 -0.5811 0.0177 0.7639 0.3625
H -13.11549 -4.96406 17.94652 -0.1690 -0.4070 -0.3899 -0.0925
C -12.12025 2.01271 20.53960 1.0572 -1.3873 1.0503 -0.6400
C -10.79057 1.50080 19.92500 -0.1133 1.9587 -0.0456 -0.0767
O -9.84203 1.23671 20.93509 -0.0297 -1.0434 0.0117 -0.4980
O -12.79388 0.84829 21.17740 0.5099 1.8400 -0.7541 0.6038
H -12.71020 2.56355 19.79726 -0.2698 -0.4371 0.1803 0.4663
H -11.83976 2.71418 21.36526 -0.2871 -0.4998 -0.6507 0.3618
H -10.32960 2.36044 19.40008 -0.4851 -0.3195 -0.3432 0.5071
H -10.91122 0.65819 19.22867 -0.2096 0.1602 0.2244 -0.2643
H -9.83488 0.27250 21.02145 0.1460 -0.0554 0.7310 -0.0818
H -13.52962 0.67326 20.59150 -0.3517 -0.4414 -0.2870 -0.5866
C -10.05403 -2.26744 16.39571 1.2680 -0.4163 -0.7349 -0.1641
C -11.12678 -1.19508 16.46223 -1.1557 -1.6942 -0.9581 -0.7155
O -12.06426 -1.49496 17.52358 0.5801 -0.5481 -0.6942 -0.1188
O -10.62349 -3.57150 16.15093 0.0599 1.0679 0.1138 -0.4769
H -9.46296 -2.25951 17.34098 -0.4317 -0.1153 -0.5243 -0.0556
H -9.31272 -2.03168 15.55910 -0.9171 -0.0489 0.9048 0.3644
H -11.64421 -1.14929 15.44584 0.4038 0.0053 1.2935 0.2321
H -10.65954 -0.25923 16.67041 0.2149 0.7692 0.1969 0.5359
H -12.24924 -2.47844 17.50960 0.1549 0.7669 -0.0275 -0.3428
H -9.98469 -4.24196 16.43000 0.2170 0.0846 0.2181 0.4588
C -11.78023 -6.84599 19.20918 -0.6722 0.3910 0.4568 0.6727
C -12.49176 -7.92117 20.07761 0.5743 1.9048 -0.8634 -0.4324
O -13.85979 -7.61696 20.17557 -0.2105 -0.3895 -0.1629 -0.6928
O -12.58424 -6.63708 18.03593 0.1096 -0.0486 0.7408 -0.6472
H -10.84276 -7.22746 18.86479 0.8278 -0.1503 0.0094 0.5359
H -11.62385 -5.87968 19.78020 -0.2211 -0.9499 -0.6387 -0.7009
H -12.01227 -7.93431 21.02611 0.4365 -0.4011 0.9469 -0.0607
H -12.40344 -8.83451 19.56081 0.0773 -1.3347 -0.3466 0.6242
H -13.90246 -6.69976 20.44822 -0.4537 0.8137 0.1900 0.3390
H -13.42240 -7.00658 18.34812 -0.5392 0.0170 -0.4406 0.4304
C -15.52550 -2.85718 21.31482 -1.7486 1.4251 0.5231 -0.8681
C -15.13972 -4.25204 21.53998 1.4975 -1.0217 0.1355 0.2257
O -14.40795 -4.66630 20.34385 0.1371 0.2535 1.3094 -0.4824
O -14.39326 -2.02659 21.18465 0.3552 -0.6556 0.7314 1.2767
H -16.17587 -2.54111 22.16937 0.4292 0.0905 -0.4412 0.3250
H -16.13521 -2.79465 20.41078 -0.1042 -0.0225 -0.0783 0.3130
H -15.99735 -4.90950 21.68620 0.0486 0.0387 -0.1319 0.5266
H -14.48393 -4.29350 22.46130 -0.4511 -0.1925 -0.8803 -0.3960
H -13.78510 -3.91184 20.28212 -0.0549 -0.5351 -0.5615 -0.1514
H -14.49236 -1.46071 20.42364 -0.0121 0.4643 -0.7420 -0.8925
C -16.04909 0.83217 22.64529 -0.6826 0.2416 -0.5859 0.8234
C -17.17918 0.72996 21.61746 -0.0741 0.4556 0.0070 -0.5799
C -16.85336 1.87855 20.62989 -0.1134 -0.3968 0.6962 -0.4393
O -16.24910 2.89117 21.40276 0.1350 -0.1324 -0.5717 -0.4916
C -15.73231 2.31540 22.56706 1.5036 0.4833 1.5944 -0.3603
H -15.15688 0.32804 22.32688 0.3104 -0.7343 -0.1440 -0.5915
H -16.35787 0.47050 23.62864 0.2196 0.1875 -0.0427 0.2054
H -18.13495 0.91008 22.14258 0.2717 0.0063 -0.4531 0.3568
H -17.22927 -0.22821 21.12394 -0.0861 -0.3908 -0.1543 0.2602
H -17.74469 2.33423 20.25481 -0.5895 -0.0039 -0.8048 0.4020
H -16.16858 1.57853 19.83042 -0.1430 -0.1331 -0.0412 0.1292
H -16.23025 2.87222 23.36235 0.5553 -0.0109 0.4856 0.3674
H -14.60151 2.38792 22.59194 -1.1610 0.4962 0.1608 -0.0380
C -13.00343 -7.09938 23.35079 -0.5654 0.9448 1.2987 -0.3558
C -13.59210 -6.38393 24.58502 -0.5262 1.6496 0.0397 -0.6739
C -12.36707 -5.51152 25.04366 -0.8781 -0.0083 0.6060 -0.0965
O -11.73276 -5.11128 23.83066 -0.3052 0.4739 0.6752 0.4420
C -11.93708 -6.10835 22.88476 -0.8204 -0.5797 -1.0933 0.3339
H -13.76490 -7.31207 22.62108 -0.1733 -0.0037 -0.3723 0.5249
H -12.59683 -8.02217 23.67210 0.6624 -1.0329 0.1847 0.1520
H -13.97185 -6.97386 25.40552 0.4052 -0.7667 0.1770 0.6034
H -14.52862 -5.82790 24.32317 1.0272 0.2112 -0.1034 -0.0364
H -11.72525 -6.22897 25.58651 0.1431 0.4197 -0.0078 0.2677
H -12.48948 -4.58103 25.68364 -0.1613 -1.3602 -0.8654 -0.1237
H -11.03304 -6.58995 22.61760 1.3037 -0.6962 0.0788 0.4444
H -12.26858 -5.67467 21.96003 -0.3183 0.6967 -0.5132 -1.5613
C -12.30069 0.93122 24.44007 -0.0383 -0.0592 0.3727 0.9289
C -12.14825 1.77039 25.72125 1.0281 1.1535 -0.4451 -0.8491
C -11.28316 0.92750 26.60923 1.1825 -0.1172 -1.4384 -0.6372
O -11.62476 -0.39074 26.28257 0.2281 -1.4322 -1.4281 -0.6991
C -11.71148 -0.44480 24.83021 -0.2954 -0.2091 0.2178 1.6494
H -11.71821 1.32372 23.60814 -0.2144 0.1927 0.0039 0.1514
H -13.35603 0.96494 24.20361 -0.1451 -0.6052 -0.4929 -0.8809
H -13.01064 2.02493 26.30451 -1.1420 -0.3698 -0.2793 0.3664
H -11.74107 2.75915 25.48092 0.3611 -0.2112 0.0920 0.3787
H -11.57924 0.98600 27.59007 -0.1322 0.6609 2.5878 0.5233
H -10.19493 1.09367 26.46919 -0.3690 0.0061 0.1284 0.1924
H -12.31616 -1.32951 24.58451 0.0598 0.4411 0.0199 -0.4841
H -10.72386 -0.62395 24.34298 -0.3362 0.3462 0.5474 -0.8141
C -6.65471 1.30820 23.12930 -1.0870 -1.2882 0.7840 -0.7478
C -6.45117 0.51016 21.83587 0.8074 1.2507 -1.6261 -0.0460
C -5.87232 -0.78869 22.32273 -0.1103 0.9608 0.7863 -0.4283
O -6.71904 -1.08200 23.38505 -1.1316 0.0438 1.9775 0.2160
C -7.07388 0.18047 24.10198 -1.6984 -1.8604 -2.5265 0.1397
H -7.48802 2.01149 23.13169 0.4393 0.3584 -0.3891 0.3737
H -5.71630 1.72369 23.49738 -0.1255 0.3165 -0.2781 0.3573
H -5.74558 1.06146 21.18413 -0.2864 -0.2704 0.1341 0.4455
H -7.35871 0.32412 21.21089 0.4621 0.2606 0.8974 -0.1836
H -4.87911 -0.74671 22.74395 0.8377 0.4501 -0.3170 0.3635
H -5.91016 -1.58209 21.63280 -0.1315 -1.0278 -1.0180 0.0613
H -6.58573 0.17934 25.02997 0.6347 0.1201 1.3958 0.3076
H -8.18651 -0.00131 24.19675 1.1001 0.9020 0.2184 -0.4547
C -16.67086 -2.56328 26.91401 1.8264 1.4784 0.6683 -0.6895
C -15.60025 -3.06040 25.91207 -1.7492 -0.2977 -0.8701 -0.3068
C -14.98789 -1.81285 25.26817 -1.2119 -0.3560 -1.1849 1.7561
O -15.73592 -0.74550 25.74145 -1.0414 1.5269 0.0815 -0.4896
C -16.28961 -1.05441 27.00686 0.3132 -0.2542 -0.0967 -0.5304
H -16.55545 -3.01330 27.89921 -0.1902 -0.2463 -0.0928 0.3205
H -17.69127 -2.62447 26.58652 -0.3489 -0.2891 -0.3289 0.3052
H -16.12880 -3.72567 25.19917 0.7565 0.1722 0.1931 0.0668
H -14.82969 -3.55916 26.42962 0.7535 -1.0452 0.5031 0.3274
H -15.07027 -1.71974 24.16003 0.2797 -0.5270 0.5979 -0.6026
H -13.97074 -1.71355 25.55192 1.1150 0.0694 0.3384 -0.7468
H -17.18339 -0.46739 27.16199 -0.0937 0.4540 -0.0311 0.3469
H -15.52069 -0.74058 27.74070 -0.4635 -0.7078 0.2323 0.2566
C -9.02833 -9.77806 25.41729 1.4319 -0.2893 -0.0129 -0.5732
C -9.69846 -11.02115 24.89478 -1.2733 -0.9435 1.7941 -0.5535
C -9.94158 -10.73905 23.48672 -1.2576 0.5694 -0.4589 0.0007
O -8.71619 -10.16182 23.16582 0.1742 0.9656 -1.6473 -0.4854
C -8.50731 -9.12875 24.14207 -2.3323 0.5904 -1.2457 0.2499
H -8.19488 -10.11324 25.99855 0.5115 0.1711 0.7815 0.2417
H -9.66616 -9.15977 26.01048 -0.3869 0.4684 0.2838 0.3723
H -10.59229 -11.21924 25.47965 -0.1751 -0.3675 0.0308 0.3447
H -9.05759 -11.89765 24.88653 0.1941 -0.0368 0.5384 0.2649
H -10.82877 -10.08230 23.33659 0.5326 0.2649 -0.0400 -0.2650
H -10.18205 -11.62778 22.94379 0.4334 -0.5607 -0.7775 0.4227
H -9.16036 -8.20020 23.89388 1.0572 -1.2648 0.1738 -0.3416
H -7.48426 -8.90097 24.00228 1.0549 0.5048 0.5636 0.3534
C -11.18745 -3.06225 20.56072 0.7174 -0.1709 1.7489 2.4237
C -9.71689 -3.29688 20.10556 -0.6151 1.2537 -0.4012 1.0579
C -8.87123 -2.27559 20.85582 1.5936 -0.5765 1.3267 -0.0306
O -9.63341 -1.62314 21.88084 -1.6570 -0.9614 -0.8932 0.3787
C -10.95904 -2.31289 21.93399 0.0777 0.1913 0.1633 1.2830
H -11.65561 -4.04147 20.72413 0.0905 0.2385 0.3285 -0.9459
H -11.88478 -2.55823 19.89836 0.5650 0.5170 -0.3105 -1.2049
H -9.60946 -3.05610 19.04663 -0.1014 -0.6437 0.0813 -1.3796
H -9.30021 -4.26430 20.34826 -0.4094 -0.4989 -0.1995 0.4490
H -8.44727 -1.54169 20.17116 -0.0704 0.3713 0.0391 0.5538
H -7.97423 -2.79529 21.35543 -1.1824 0.7556 -0.6796 -1.0051
H -11.70953 -1.58296 22.27259 0.1886 0.1497 -0.9358 -0.7267
H -10.98476 -3.01354 22.77484 0.5768 -0.3134 -0.2252 -1.2276
```
Positions in Å, forces in eV/Å.

[3]
Entry from OMol25: the molecule C5H7ClN2 in a non-equilibrium geometry (ωB97M-V/def2-TZVPD).

The value obtained for the HOMO-LUMO gap is 8.6 eV. As for the energy relative to the best compared isomer or geometry (same formula, charge and spin): 1.6200 eV. The strongest force on any atom comes out at 9.5 eV/A. The SMILES is Nc1c[nH]c(CCl)c1. The net charge is 0.

```
15
Properties=species:S:1:pos:R:3:forces:R:3:mulliken_charge:R:1
C -0.37365 -1.11184 1.61104 -0.8225 -0.3902 -0.9636 0.8551
C 0.07643 -1.81547 0.55732 2.4587 2.2489 -2.6108 -0.8204
C 0.48161 0.37333 0.16794 -0.1308 0.1357 -2.5512 0.0478
C 0.78909 1.54551 -0.79920 0.7680 -0.5472 2.4219 -0.5660
C -0.29157 0.24038 1.32339 0.1375 3.6184 -0.2095 -0.4660
H -1.82800 -1.20954 3.02233 1.3206 -1.5261 -0.4025 0.2277
H -0.80647 -2.73416 2.65181 -1.2263 2.1239 0.6121 0.2201
H 0.15997 -2.83281 0.34216 0.0190 -1.3907 -0.0288 0.3572
H 1.13945 -1.17207 -1.10214 3.1659 -1.3910 -5.1757 0.0036
H 0.40780 2.36108 -0.25602 -0.5092 1.4280 0.4226 0.2774
H 1.88848 1.79880 -0.89754 -1.2424 -0.8304 -0.5285 0.3258
H -0.87239 1.09918 1.84422 1.5012 -1.6440 -0.8250 0.1948
N -0.94888 -1.68153 2.69054 -1.0931 -1.5621 2.0225 -0.5108
N 0.69862 -0.86485 -0.37209 -4.6016 -0.1346 8.2548 0.0346
Cl -0.14285 1.47780 -2.29394 0.2551 -0.1386 -0.4383 -0.1808
```
Positions in Å, forces in eV/Å.

Respective calculated total energy values: -6878.6301, -100665.1191, -20799.6477 eV.